Entry 1:
Molecular formula: C36H29ClNNbO6PS
Method: DFT, ωB97M-V with the def2-TZVPD basis set

The geometry in XYZ format:
```
76
Properties=species:S:1:pos:R:3
Nb 0.45 -0.82 0.25
Cl 1.77 -1.85 2.05
S -3.26 -1.54 -2.87
P -1.36 0.01 1.73
O -3.14 -2.95 -3.22
O 0.10 0.17 -1.90
O -4.43 -1.00 -2.20
O 1.56 0.68 0.24
O -0.09 -2.43 -0.85
O 2.30 2.79 -0.34
N -1.79 -1.16 -1.89
C -2.41 0.40 -6.40
C -3.92 0.71 0.94
C 4.14 1.23 2.31
C -2.18 2.26 0.35
C -0.59 1.72 5.94
C -0.34 -0.06 4.30
C 6.28 -0.56 -0.35
C 4.61 0.73 0.95
C -1.70 2.18 5.22
C -0.89 -0.23 -2.52
C -1.39 0.19 -3.82
C 0.06 0.59 5.47
C 5.60 -0.27 -1.55
C 5.73 -0.08 0.85
C -2.58 -0.47 -4.16
C -2.04 1.60 4.00
C -2.50 -2.35 2.74
C -1.31 -1.79 -0.76
C -2.00 -1.69 1.62
C -3.14 3.03 -0.31
C -2.96 -3.69 2.62
C -1.31 1.17 -6.04
C -3.04 -0.41 -5.48
C -2.63 -3.63 0.22
C -1.34 0.51 3.49
C 3.66 0.61 -2.82
C 7.59 -1.30 -0.29
C -0.76 1.07 -4.76
C -4.87 1.47 0.24
C -2.13 -2.34 0.35
C 2.54 1.61 -0.10
C -3.03 -4.28 1.39
C -4.49 2.67 -0.34
C -2.58 1.07 0.97
C 3.91 0.96 -0.25
C 4.42 0.47 -1.51
H -2.57 -1.85 3.73
H -2.76 0.47 -7.43
H -2.87 2.02 3.46
H -2.69 -4.13 -0.75
H -3.93 -1.03 -5.72
H -5.88 1.15 0.25
H 6.22 -0.40 1.75
H 7.52 -2.31 0.21
H -0.29 2.25 6.84
H 3.35 0.54 2.73
H 0.16 -0.98 3.95
H 0.87 0.16 6.05
H -2.32 2.97 5.67
H -5.23 3.34 -0.75
H 8.36 -0.70 0.21
H -3.31 -4.22 3.52
H -3.36 -5.31 1.23
H -0.84 1.86 -6.77
H 6.03 -0.61 -2.51
H 4.95 1.22 3.04
H -4.29 -0.18 1.50
H 4.23 0.06 -3.59
H -2.78 3.93 -0.78
H 0.15 1.64 -4.56
H 2.63 0.16 -2.81
H 3.68 2.21 2.22
H 3.57 1.65 -3.22
H -1.12 2.57 0.33
H 7.99 -1.48 -1.30
```

Values from the calculation:
**HOMO (alpha / beta)**: -10.806 / -10.806 eV
**Net charge**: +1
**E**: -85770.35772 eV
**Maximum force**: 3.03 eV Å⁻¹
**Energy above the lowest of the compared OMol25 structures with the same formula, charge and spin**: 0.000 eV
**HOMO-LUMO gap (alpha / beta)**: 6.40 / 6.40 eV


Entry 2:
Molecular formula: C3H3NO
Method: DFT, ωB97M-V with the def2-TZVPD basis set

The geometry in XYZ format:
```
8
Properties=species:S:1:pos:R:3
O 0.81 0.48 -0.80
N 0.90 0.22 0.55
C -0.49 0.25 -1.10
C -1.32 -0.21 -0.08
C -0.36 -0.20 0.93
H -0.68 0.48 -2.14
H -0.41 -0.47 1.98
H 1.55 -0.55 0.67
```

Values from the calculation:
**HOMO**: -8.375 eV
**Net charge**: 0
**SMILES**: C1=CNOC=1
**E**: -6692.48075 eV
**Maximum force**: 0.85 eV Å⁻¹
**Energy above the lowest of the compared OMol25 structures with the same formula, charge and spin**: 4.011 eV
**HOMO-LUMO gap**: 8.32 eV


Entry 3:
Molecular formula: C25H17F6N5O5RhS2
Method: DFT, ωB97M-V with the def2-TZVPD basis set

The geometry in XYZ format:
```
61
Properties=species:S:1:pos:R:3
Rh 0.35 0.70 -0.15
S -0.22 2.57 1.75
S 2.13 3.77 2.39
F -1.03 4.03 3.80
F 3.83 4.58 4.21
F 2.00 3.75 5.02
F 3.51 2.44 4.18
F -2.62 3.21 2.57
F -1.47 4.90 1.87
O -0.09 3.05 0.37
O 1.47 5.04 2.35
O 3.19 3.49 1.46
O 1.17 0.53 -2.31
O -0.87 1.28 1.87
N 1.11 2.54 2.55
N -1.59 0.36 -1.10
N 0.35 0.05 -3.20
N 2.17 -0.29 0.51
N -0.18 -1.46 0.20
C 2.92 -1.94 2.10
C 1.40 -3.69 2.72
C -0.80 -1.80 -4.14
C -1.46 -0.97 -5.02
C -2.34 1.37 -1.64
C -1.41 3.77 2.55
C -0.28 0.88 -4.06
C 3.30 0.37 0.64
C -3.39 -1.19 -1.53
C -3.60 1.16 -2.13
C 2.91 3.63 4.06
C 0.10 -1.27 -3.24
C 0.67 -2.07 1.06
C 1.95 -1.42 1.22
C -1.81 -3.25 -0.37
C -2.11 -0.88 -0.99
C 4.13 -1.21 2.22
C -3.83 -2.52 -1.47
C -1.34 -1.89 -0.34
C -4.14 -0.14 -2.10
C 2.64 -3.11 2.84
C -3.03 -3.54 -0.93
C -1.18 0.39 -4.98
C 4.31 -0.06 1.51
C 0.42 -3.19 1.87
H -0.56 -3.63 1.87
H -4.81 -2.77 -1.87
H 3.38 -3.51 3.51
H 5.22 0.53 1.61
H 1.17 -4.56 3.33
H -4.16 1.99 -2.54
H -2.18 -1.37 -5.73
H 0.64 -1.86 -2.51
H 4.89 -1.57 2.90
H -1.68 1.08 -5.65
H -0.03 1.92 -3.95
H -1.18 -4.05 -0.02
H -1.88 2.35 -1.65
H -3.37 -4.57 -0.96
H -0.98 -2.87 -4.12
H -5.13 -0.34 -2.49
H 3.41 1.28 0.06
```

Values from the calculation:
**⟨S²⟩**: 8.83
**HOMO (alpha / beta)**: -5.317 / -8.380 eV
**Net charge**: 0
**2S+1**: 6
**E**: -84867.97818 eV
**Maximum force**: 1.17 eV Å⁻¹
**Energy above the lowest of the compared OMol25 structures with the same formula, charge and spin**: 0.000 eV
**HOMO-LUMO gap (alpha / beta)**: 4.90 / 6.28 eV


Entry 4:
Molecular formula: C8H10ClNO2
Method: DFT, ωB97M-V with the def2-TZVPD basis set

The geometry in XYZ format:
```
22
Properties=species:S:1:pos:R:3
Cl -1.61 -1.35 1.66
O -2.70 0.24 -0.53
O -2.78 -2.53 -1.24
N 1.91 -1.76 -0.92
C -0.78 1.54 -1.16
C 0.56 -0.45 0.49
C 2.96 -1.37 -0.26
C -0.83 0.03 0.89
C 0.72 -1.37 -0.53
C 1.66 -0.11 1.27
C -1.54 0.56 -0.36
C 2.95 -0.61 0.88
H 3.88 -1.67 -0.72
H -0.64 1.09 -2.05
H -0.12 -1.66 -1.01
H -2.78 -2.06 -0.33
H -1.32 2.47 -1.35
H 0.26 1.91 -1.01
H 1.54 0.11 2.32
H 3.89 -0.34 1.27
H -3.52 -2.39 -1.68
H -0.86 0.78 1.60
```

Values from the calculation:
**⟨S²⟩**: 2.02
**HOMO (alpha / beta)**: -5.719 / -9.737 eV
**Net charge**: 0
**2S+1**: 3
**E**: -26560.00437 eV
**Maximum force**: 7.40 eV Å⁻¹
**HOMO-LUMO gap (alpha / beta)**: 6.40 / 6.46 eV


- Which of these has the highest E?
  C3H3NO